A molecular structure, C45H31N9V. Source: OMol25; level of theory: the ωB97M-V functional and the def2-TZVPD basis.

Computed properties:
* total charge: 0
* lowest unoccupied orbital energy (spin up / spin down): -0.797 / -1.061 eV
* multiplicity: 4
* expectation value of S²: 3.79

Last column: Löwdin spin population.
CARTESIAN COORDINATES (ANGSTROEM)
V (-0.0552, -0.0285, -0.1733)  2.46
C (4.4226, 4.5934, -4.4948)  0.00
C (3.8851, 4.9903, -3.2704)  0.00
C (3.2730, 4.1245, -2.3584)  0.00
C (3.0807, 2.7870, -2.7506)  0.00
C (3.8030, 2.3103, -3.8877)  0.00
C (4.4920, 3.2156, -4.7255)  0.00
C (2.1646, 1.8963, -1.9010)  -0.02
C (2.6880, 0.9749, -1.0419)  0.05
C (4.0528, 0.8767, -0.7199)  0.01
C (4.1721, 0.1759, 0.4694)  0.04
C (2.8407, -0.2399, 0.7536)  0.02
N (1.9154, 0.2379, -0.1572)  0.00
C (2.6637, -1.1509, 1.7989)  0.02
C (1.3687, -1.7399, 2.0600)  0.03
C (1.1746, -2.6571, 3.1331)  0.01
C (-0.1622, -2.8640, 3.1693)  0.02
C (-0.7764, -2.0475, 2.1799)  0.01
C (-2.1457, -1.9887, 1.9407)  0.03
C (-3.0140, -2.9022, 2.6880)  0.00
C (-3.0677, -2.9791, 4.0605)  0.00
C (-4.0159, -3.7879, 4.7074)  0.00
C (-4.9518, -4.5273, 3.9544)  0.00
C (-4.8314, -4.5565, 2.5384)  0.00
C (-3.9106, -3.7279, 1.9207)  0.00
C (-2.7802, -1.0901, 0.9738)  0.02
N (-2.0752, -0.1056, 0.2449)  0.00
C (-2.9777, 0.7652, -0.2597)  0.02
C (-2.6814, 1.9911, -0.9878)  0.02
C (-3.7542, 2.7891, -1.5064)  0.00
C (-3.9056, 2.9639, -2.8956)  0.00
C (-4.9743, 3.6916, -3.4322)  0.00
C (-6.0338, 4.0806, -2.6343)  0.00
C (-5.9246, 3.8578, -1.2051)  0.00
C (-4.8467, 3.1864, -0.6866)  0.00
C (-1.4185, 2.2325, -1.6269)  0.02
C (-1.0996, 3.3608, -2.5044)  0.05
C (0.2368, 3.2621, -2.7925)  0.00
C (0.7731, 2.1611, -2.0346)  0.06
N (-0.2461, 1.5764, -1.2688)  -0.01
C (-4.2741, 0.3185, 0.0325)  0.01
C (-4.1618, -0.8902, 0.7506)  0.02
N (0.1966, -1.3264, 1.4902)  0.01
C (3.7267, -1.3163, 2.8525)  0.00
C (4.2639, -2.5781, 3.0478)  0.00
C (5.3980, -2.7539, 3.9038)  0.00
C (5.8917, -1.6389, 4.5790)  0.00
C (5.3775, -0.3608, 4.3994)  0.00
C (4.2760, -0.2026, 3.5502)  0.00
H (4.8586, 5.2923, -5.2198)  0.00
H (3.9441, 6.0423, -3.0340)  0.00
H (3.0103, 4.5622, -1.3905)  0.00
H (3.7798, 1.2186, -4.0793)  0.00
H (5.0237, 2.8808, -5.6018)  0.00
H (4.8675, 1.2379, -1.2977)  0.00
H (5.0743, -0.1539, 0.9593)  0.00
H (1.9168, -3.0370, 3.8037)  0.00
H (-0.7685, -3.4951, 3.8021)  0.00
H (-2.4591, -2.3076, 4.6545)  0.00
H (-4.0793, -3.7977, 5.7749)  0.00
H (-5.6710, -5.0373, 4.5592)  0.00
H (-5.6938, -4.9835, 1.9731)  0.00
H (-3.7752, -3.7246, 0.8309)  0.00
H (-3.1339, 2.6350, -3.6155)  0.00
H (-5.0237, 3.7921, -4.5512)  0.00
H (-6.9904, 4.4994, -2.9981)  0.00
H (-6.6878, 4.0784, -0.5422)  0.00
H (-4.7869, 3.0945, 0.3904)  0.00
H (-1.8108, 4.1291, -2.6752)  0.00
H (0.7758, 3.7795, -3.6019)  0.00
H (-5.1961, 0.8148, -0.3634)  0.00
H (-4.9240, -1.6105, 1.0279)  0.00
H (3.7588, -3.4545, 2.6702)  0.00
H (5.7793, -3.7587, 4.1057)  0.00
H (6.8143, -1.7425, 5.2402)  0.00
H (5.8870, 0.5040, 4.9046)  0.00
H (3.8801, 0.7752, 3.3693)  0.00
N (0.3762, -4.7469, -2.4465)  0.01
N (0.2761, -3.4122, -2.2394)  0.03
N (0.9597, -2.5264, -2.9966)  0.00
C (0.6242, -1.3287, -2.5401)  0.03
N (-0.3294, -1.4870, -1.5415)  0.01
N (-0.5808, -2.7723, -1.3838)  0.03
H (1.0081, -5.0649, -3.1873)  0.00
H (0.1559, -5.4359, -1.6700)  0.00
H (1.0872, -0.4186, -2.9736)  0.00

---

2 unconnected molecules or ions with the total composition C4H12N4. Source: OMol25; level of theory: the ωB97M-V functional and the def2-TZVPD basis.

Computed properties:
* energy relative to the best compared isomer or geometry (same formula, charge and spin): 15.94 kcal/mol
* total charge: -1
* lowest unoccupied orbital energy (spin up / spin down): 3.564 / 3.456 eV
* multiplicity: 2
* expectation value of S²: 0.75

Last column: Löwdin spin population.
CARTESIAN COORDINATES (ANGSTROEM)
C (0.0982, 1.6184, 1.9773)  0.24
C (0.1176, 2.3737, 0.8488)  0.09
N (-1.0203, 3.1646, 0.5579)  0.01
N (1.1035, 0.7267, 2.4833)  0.12
H (-0.8108, 1.6782, 2.5888)  0.05
H (0.8690, 2.3263, 0.1123)  0.02
H (-1.3798, 3.0411, -0.3630)  0.00
H (-0.8282, 4.1818, 0.7042)  0.01
H (0.9002, 0.4532, 3.4156)  0.14
H (2.0121, 1.1901, 2.4949)  0.12
C (0.3596, -1.4902, 0.1459)  0.09
N (-0.4986, -1.7749, -1.0244)  0.00
C (0.0101, -2.5487, -2.0635)  0.02
N (-0.3675, -2.2623, -3.2560)  0.00
H (-0.1796, -0.8991, 0.9225)  0.02
H (0.6037, -2.4533, 0.5933)  0.02
H (1.2959, -0.9242, -0.1580)  0.02
H (-1.1101, -1.0156, -1.3447)  0.00
H (0.6202, -3.3666, -1.7636)  0.01
H (-0.0259, -2.9102, -3.9790)  0.00

---

8 unconnected molecules or ions with the total composition C21H41Br8Cl3O3. Source: OMol25; level of theory: the ωB97M-V functional and the def2-TZVPD basis.

Computed properties:
* total charge: 0
* lowest unoccupied orbital energy: -0.009 eV
* SMILES: ClC(Cl)Cl.C1CCOC1.C1CCOC1.C1CCOC1.BrCCBr.BrCCBr.BrCCBr.BrCCBr

Last column: Mulliken charge in e.
CARTESIAN COORDINATES (ANGSTROEM)
Cl (11.1074, 19.8057, 7.1761)  -0.15
C (11.3859, 18.0735, 7.6706)  0.15
Cl (9.9430, 17.1524, 7.1505)  -0.12
Cl (11.6390, 17.8778, 9.4136)  -0.11
H (12.2632, 17.7037, 7.1398)  0.19
C (14.0449, 12.6988, 8.4983)  -0.25
C (13.8751, 12.8828, 6.9790)  0.86
C (13.0049, 14.1148, 6.9058)  -0.49
O (12.1513, 14.0474, 8.0840)  -0.41
C (12.7299, 13.3105, 9.1245)  -0.06
H (14.9548, 13.1257, 8.9200)  0.29
H (14.0260, 11.6455, 8.7780)  -0.10
H (13.3327, 11.9971, 6.6480)  -0.45
H (14.8431, 12.8878, 6.4779)  -0.02
H (12.4387, 14.1170, 5.9745)  0.07
H (13.5742, 15.0436, 6.9444)  0.35
H (12.0590, 12.5627, 9.5474)  -0.25
H (13.1528, 13.9293, 9.9160)  0.42
C (10.1655, 11.3081, 7.2569)  0.65
C (9.7572, 9.9362, 6.6680)  0.04
C (8.2524, 10.0750, 6.8539)  -0.56
O (8.1616, 10.7040, 8.1139)  -0.50
C (9.3795, 11.4232, 8.5428)  0.23
H (9.8101, 12.1161, 6.6174)  0.05
H (11.2416, 11.3698, 7.4188)  -0.50
H (10.1396, 9.0992, 7.2523)  0.27
H (9.9879, 9.8694, 5.6048)  -0.32
H (7.7657, 9.1017, 6.7909)  0.36
H (7.7574, 10.6778, 6.0925)  0.28
H (9.9282, 11.0728, 9.4170)  -0.29
H (9.1618, 12.4628, 8.7874)  0.25
C (11.2807, 12.7038, 3.8634)  0.30
C (10.2991, 11.8537, 3.0564)  -0.70
C (11.1553, 10.6230, 2.6932)  -0.21
O (12.4685, 11.1693, 2.6284)  -0.34
C (12.5842, 12.4784, 3.1631)  0.18
H (11.2075, 12.3118, 4.8779)  -0.79
H (10.9812, 13.7517, 3.8493)  0.62
H (10.1725, 12.4707, 2.1668)  0.29
H (9.3533, 11.4860, 3.4542)  0.31
H (10.9658, 10.1461, 1.7316)  0.28
H (11.0872, 9.8274, 3.4351)  0.07
H (12.7789, 13.1754, 2.3480)  0.29
H (13.4103, 12.3094, 3.8538)  -0.26
Br (18.7154, 11.8986, 4.0507)  -0.15
C (16.8186, 11.6810, 3.4776)  -0.29
C (16.3795, 13.0000, 2.8896)  -0.61
Br (16.2789, 14.4069, 4.3800)  -0.15
H (16.1850, 11.4023, 4.3196)  0.11
H (16.7843, 10.9009, 2.7170)  0.26
H (15.4044, 12.8229, 2.4358)  0.30
H (17.1270, 13.2540, 2.1381)  0.52
Br (16.0713, 8.0142, 11.5174)  -0.14
C (14.6285, 9.1328, 10.7683)  -0.47
C (13.3392, 8.9468, 11.5524)  -0.49
Br (11.9710, 10.2088, 10.9111)  -0.11
H (14.5282, 8.6860, 9.7792)  0.13
H (14.8955, 10.1787, 10.6166)  0.35
H (13.5268, 9.0589, 12.6203)  0.41
H (13.0476, 7.9105, 11.3817)  0.41
Br (21.3680, 12.6333, 9.2417)  -0.17
C (20.1744, 13.5537, 7.8453)  -0.75
C (19.0786, 12.6323, 7.3841)  -0.21
Br (17.7781, 12.4877, 8.8330)  -0.08
H (20.7852, 13.8927, 7.0086)  0.42
H (19.8036, 14.4542, 8.3348)  0.41
H (19.5281, 11.6663, 7.1542)  0.44
H (18.5641, 13.1129, 6.5520)  -0.04
Br (13.1555, 8.5262, 6.3793)  -0.13
C (13.4854, 9.0009, 4.5129)  0.28
C (14.8416, 8.5251, 4.0984)  -0.81
Br (15.0532, 8.8077, 2.1263)  -0.21
H (13.4058, 10.0878, 4.4927)  -0.50
H (12.7309, 8.4570, 3.9445)  0.36
H (14.9454, 7.4554, 4.2802)  0.50
H (15.6574, 8.9940, 4.6486)  0.47

---

C6H10OS in the gas phase. Source: OMol25; level of theory: the ωB97M-V functional and the def2-TZVPD basis.

Computed properties:
* energy relative to the best compared isomer or geometry (same formula, charge and spin): 20.62 kcal/mol
* total charge: 0
* lowest unoccupied orbital energy: 0.815 eV
* SMILES: C[C@@]12CC[C@H](O)[C@@H]1S2

Last column: Mulliken charge in e.
CARTESIAN COORDINATES (ANGSTROEM)
C (-2.4988, 0.0634, 0.5496)  -1.18
C (-1.0773, 0.2142, 0.1335)  0.76
C (-0.6618, 1.4816, -0.4836)  -0.72
C (0.8698, 1.3745, -0.5100)  -0.91
C (1.3560, 0.3669, 0.6233)  -0.43
O (2.5777, -0.3677, 0.2984)  -0.55
C (0.0912, -0.4757, 0.8135)  -0.37
S (-0.3148, -1.3564, -0.6593)  -0.22
H (-3.1055, 0.1505, -0.3767)  0.29
H (-2.7573, 0.9352, 1.2169)  0.33
H (-2.6223, -0.9028, 1.1326)  0.32
H (-0.9750, 2.2929, 0.1870)  0.34
H (-1.0974, 1.6305, -1.4544)  0.35
H (1.3931, 2.3042, -0.5668)  0.47
H (1.0302, 0.8824, -1.4171)  0.35
H (1.5286, 0.9516, 1.5540)  0.38
H (2.5173, -0.7031, -0.6269)  0.35
H (0.0272, -1.0462, 1.7542)  0.44